[1]
The following is a quantum chemistry calculation of a structure of composition C9H18Ca2F12N6O33S12, from the OMol25 dataset.

Geometry as XYZ:
```
92
Properties=species:S:1:pos:R:3:forces:R:3:lowdin_charge:R:1
Ca -1.554 -4.454 -1.490 0.5 1.6 1.6 1.624
Ca 2.497 -1.215 1.330 1.6 -0.4 -1.2 1.513
N 3.349 2.183 -5.043 1.4 2.4 0.4 -0.268
S 2.360 3.150 -4.260 -3.5 -2.1 1.6 0.462
O 1.613 4.083 -5.039 0.6 0.4 0.0 -0.275
O 2.750 3.490 -2.922 0.4 0.5 -0.2 -0.296
F 1.252 2.013 -3.974 0.4 0.2 -0.2 -0.205
S 4.483 3.279 -5.470 0.9 -1.9 -2.2 0.465
O 5.265 3.933 -4.477 -0.1 -0.1 0.6 -0.289
O 4.086 4.031 -6.610 -0.1 0.7 -0.3 -0.299
F 5.479 2.209 -6.115 0.1 -0.1 0.3 -0.212
N 3.054 -1.704 -3.490 -0.9 -2.2 1.8 -0.225
S 4.184 -1.814 -2.381 2.6 3.3 -0.3 0.467
O 5.340 -2.566 -2.722 -0.3 -0.8 0.2 -0.257
O 3.737 -1.804 -1.014 -0.7 -0.9 1.2 -0.369
F 4.748 -0.332 -2.471 -0.5 -0.2 -0.4 -0.169
S 2.159 -3.028 -3.143 -0.8 0.5 -1.2 0.480
O 1.341 -3.032 -1.961 -0.3 0.3 0.3 -0.336
O 2.793 -4.280 -3.381 0.4 -0.3 -0.5 -0.277
F 1.116 -2.820 -4.290 0.1 -0.1 -0.3 -0.161
N 0.773 -0.459 0.200 -3.7 -0.5 -1.8 -0.422
S 0.584 0.545 -1.032 2.5 4.0 -3.0 0.449
O 0.066 1.833 -0.727 0.2 -0.2 1.1 -0.208
O 0.122 -0.001 -2.258 -0.3 -1.3 0.4 -0.230
F 2.129 0.775 -1.261 -0.1 -0.1 0.2 -0.162
S -0.759 -1.094 0.079 -0.8 -1.2 4.7 0.518
O -0.833 -2.337 -0.598 0.3 -0.9 -0.9 -0.391
O -1.842 -0.205 0.093 -0.3 1.0 -1.5 -0.170
F -0.828 -1.520 1.618 0.8 -0.6 -0.1 -0.177
N -2.990 -3.025 -2.430 -3.0 -0.7 -0.2 -0.482
S -2.904 -1.824 -3.437 3.1 2.8 -2.3 0.427
O -3.116 -0.577 -2.818 -0.4 0.2 0.3 -0.214
O -3.444 -2.059 -4.732 -0.4 -0.5 0.0 -0.242
F -1.334 -1.900 -3.660 -0.3 -0.5 0.1 -0.176
S -4.645 -3.004 -2.125 0.3 -3.3 2.6 0.551
O -5.478 -3.601 -3.100 0.1 0.7 -0.9 -0.235
O -5.028 -1.966 -1.270 -0.4 1.0 -0.1 -0.182
F -4.515 -4.272 -1.099 0.5 -0.1 0.0 -0.243
N -1.964 -5.197 3.166 -0.4 2.0 -1.6 -0.254
S -0.684 -4.257 3.319 3.1 -1.5 2.1 0.446
O -0.834 -3.131 4.156 -0.5 0.6 -0.1 -0.243
O 0.127 -4.155 2.143 0.0 0.2 -0.5 -0.307
F 0.171 -5.271 4.217 -0.4 0.0 -0.2 -0.187
S -2.806 -4.277 2.131 -2.3 -3.2 0.2 0.511
O -2.271 -4.252 0.794 0.4 0.0 -1.1 -0.434
O -3.447 -3.137 2.638 0.3 1.0 0.0 -0.201
F -4.002 -5.310 1.954 0.2 0.0 0.0 -0.176
N 2.008 -0.957 3.494 -1.6 2.3 3.2 -0.439
S 2.236 -1.671 4.912 2.0 -5.7 0.6 0.477
O 1.105 -1.963 5.710 -0.3 1.4 0.3 -0.238
O 3.498 -1.477 5.549 -0.1 1.2 -0.3 -0.259
F 2.485 -3.152 4.268 0.1 0.6 -0.5 -0.225
S 1.194 0.404 4.101 0.1 1.4 -2.4 0.509
O 2.065 1.304 4.775 0.2 -0.3 0.2 -0.242
O -0.109 0.191 4.574 -0.6 -0.3 0.3 -0.211
F 0.990 1.060 2.671 0.2 -0.1 -0.1 -0.176
C 4.855 2.761 3.778 0.0 0.8 0.6 -0.042
O 4.656 1.641 2.937 -0.1 -0.6 0.1 0.023
C 4.136 1.744 1.730 0.3 0.3 -0.2 -0.598
O 3.733 0.745 1.154 -0.2 -0.3 0.0 -0.033
O 4.174 2.947 1.238 0.2 0.3 0.3 0.031
C 3.809 3.180 -0.153 -0.4 0.0 -0.1 0.023
H 3.913 3.266 3.990 -0.1 -0.1 -0.1 0.097
H 5.560 3.507 3.410 0.0 -0.3 -0.5 0.095
H 5.249 2.376 4.714 -0.1 -0.2 -0.1 0.100
H 3.990 4.232 -0.337 0.2 0.0 0.1 0.101
H 2.746 2.996 -0.278 0.1 -0.2 -0.2 0.083
H 4.422 2.560 -0.799 -0.1 -0.1 -0.1 0.108
C -5.419 -1.626 3.994 0.6 0.1 0.5 -0.073
O -5.473 -0.976 2.738 -0.8 -0.3 -0.6 -0.002
C -4.607 -0.055 2.314 1.2 -0.8 -0.1 -0.609
O -4.619 0.378 1.203 -0.5 0.5 0.2 0.159
O -3.659 0.180 3.237 -0.4 0.0 0.6 -0.025
C -2.899 1.375 3.144 0.4 0.2 0.6 -0.035
H -5.816 -2.634 3.894 -0.3 0.2 -0.3 0.088
H -6.000 -1.047 4.713 0.0 -0.1 0.1 0.091
H -4.396 -1.772 4.331 0.0 0.3 0.1 0.081
H -2.475 1.514 4.140 0.0 -0.1 0.0 0.084
H -3.540 2.235 2.960 0.1 -0.1 -0.5 0.099
H -2.055 1.286 2.462 -0.3 0.0 -0.4 0.085
C -1.954 1.839 -4.256 -0.5 0.1 -0.3 -0.037
O -1.556 2.895 -3.389 0.4 0.7 -0.3 0.008
C -2.220 3.102 -2.266 0.0 -0.9 0.1 -0.627
O -2.976 2.331 -1.743 -0.3 0.3 0.1 0.138
O -1.881 4.310 -1.784 0.0 0.0 -0.3 0.006
C -2.285 4.558 -0.459 0.8 0.5 1.2 -0.076
H -1.775 2.203 -5.267 0.2 0.0 0.1 0.097
H -3.019 1.639 -4.152 0.0 -0.1 0.2 0.089
H -1.388 0.928 -4.094 0.1 0.1 0.3 0.069
H -3.349 4.722 -0.297 -0.1 -0.3 -0.4 0.091
H -1.748 5.458 -0.147 -0.2 0.2 -0.3 0.087
H -1.906 3.813 0.246 -0.3 -0.4 -0.3 0.090
```
Positions in Å, forces in eV/Å.

Output
Net charge: -2
HOMO-LUMO gap: 6.220 eV
LUMO energy: 1.369 eV
HOMO: -0.1783 Ha



[2]
The following is a quantum chemistry calculation of a structure of composition C9H18ClNa2O13, from the OMol25 dataset.

Geometry as XYZ:
```
43
Properties=species:S:1:pos:R:3:forces:R:3:lowdin_charge:R:1
Na -4.315 0.624 -5.773 0.4 -1.0 -0.3 0.724
Na -8.138 -3.550 -9.854 0.1 0.7 0.8 0.823
Cl -5.335 -2.150 -7.355 -2.0 -0.4 -0.8 0.673
O -6.594 -2.374 -8.049 -1.2 0.0 0.3 -0.396
O -4.572 -3.307 -7.664 1.4 0.3 0.7 -0.296
O -4.849 -0.907 -7.907 1.2 0.6 0.4 -0.361
O -5.543 -1.950 -5.923 0.3 -0.1 -0.7 -0.349
C -2.603 -3.615 -4.721 -1.2 0.2 -0.4 -0.006
O -1.788 -2.686 -3.974 0.2 0.2 -0.6 0.035
C -1.683 -1.414 -4.395 -3.2 0.1 -1.0 -0.527
O -2.352 -0.813 -5.279 1.2 -1.6 1.4 0.033
O -0.923 -0.788 -3.557 1.5 -1.8 0.3 0.052
C -0.624 0.523 -3.802 0.3 3.2 0.7 -0.060
H -2.042 -4.105 -5.517 -0.1 0.7 -0.3 0.109
H -3.532 -3.108 -4.981 0.4 0.2 -1.0 0.064
H -3.044 -4.443 -4.166 0.9 0.2 1.2 0.098
H -1.531 1.093 -3.601 0.0 0.4 -0.3 0.098
H -0.161 0.843 -4.735 -0.4 -0.8 -0.5 0.097
H 0.093 0.876 -3.061 -0.1 -0.5 0.3 0.109
C -12.588 -1.593 -8.435 -2.4 -0.7 0.5 -0.043
O -11.736 -0.723 -7.731 0.3 -0.2 -0.2 0.039
C -10.446 -0.926 -7.820 1.7 -1.3 -1.2 -0.547
O -9.883 -1.716 -8.625 -0.9 1.9 1.9 0.044
O -9.897 -0.170 -6.861 1.2 1.0 -0.7 0.030
C -8.475 0.204 -6.947 0.7 -1.9 -0.6 -0.005
H -13.456 -1.701 -7.784 0.0 0.1 0.3 0.098
H -12.279 -2.631 -8.555 0.8 0.4 -0.4 0.100
H -13.062 -1.138 -9.305 0.9 0.0 -0.4 0.105
H -7.945 -0.503 -6.309 0.0 0.2 0.2 0.080
H -8.141 1.220 -6.736 -1.4 0.2 0.5 0.093
H -8.051 0.024 -7.935 -0.5 -0.3 -0.2 0.083
C -1.523 -0.932 -8.848 -0.8 0.5 0.3 -0.019
O -0.426 -1.426 -8.058 -0.6 0.4 -0.4 0.025
C 0.329 -0.561 -7.415 2.5 2.6 -0.2 -0.580
O 0.320 0.679 -7.419 -1.1 -2.5 0.0 0.084
O 1.355 -1.248 -6.864 -1.0 -1.0 0.3 -0.012
C 2.467 -0.560 -6.325 0.6 1.0 -0.2 -0.048
H -1.937 -1.793 -9.372 0.1 0.1 0.3 0.103
H -1.348 -0.118 -9.551 1.2 -0.3 -0.1 0.099
H -2.275 -0.455 -8.219 -0.1 -0.6 0.4 0.065
H 3.309 -1.236 -6.177 -0.4 -0.4 -0.4 0.098
H 2.320 -0.092 -5.352 -0.6 0.0 0.0 0.087
H 2.753 0.214 -7.037 0.1 0.1 0.1 0.099
```
Positions in Å, forces in eV/Å.

Output
Net charge: +1
HOMO-LUMO gap: 9.081 eV
LUMO energy: -3.559 eV
HOMO: -0.4645 Ha



[3]
The following is a quantum chemistry calculation of a structure of composition C9H18CsNO, from the OMol25 dataset.

Geometry as XYZ:
```
30
Properties=species:S:1:pos:R:3:forces:R:3:lowdin_charge:R:1
Cs 7.677 -21.775 -9.933 1.2 -2.6 7.1 1.545
C 7.489 -22.428 -12.565 -1.2 -0.2 0.1 -0.204
C 7.943 -20.998 -13.037 -0.2 0.8 0.2 -0.503
C 7.478 -20.734 -14.457 -1.6 0.5 0.3 -0.149
C 5.980 -20.381 -14.497 0.0 -0.1 -0.2 -0.175
C 5.539 -19.153 -13.671 1.8 -0.5 -0.5 -0.132
C 6.117 -19.242 -12.226 -0.6 0.0 0.6 -0.454
N 7.490 -19.843 -12.139 0.9 0.3 -1.6 -0.183
O 8.071 -19.838 -10.826 0.0 3.5 -2.7 -0.779
C 5.167 -20.191 -11.470 -0.2 -0.7 1.0 -0.082
C 6.114 -17.733 -11.648 0.4 -2.8 1.0 -0.014
C 9.449 -21.095 -13.183 1.6 0.1 1.4 -0.068
H 6.987 -22.343 -11.602 -1.2 -0.8 -3.6 -0.205
H 8.302 -23.093 -12.275 0.4 -0.1 -0.6 0.059
H 6.779 -22.981 -13.179 0.3 0.2 -0.6 0.091
H 7.710 -21.613 -15.058 -0.2 -0.1 -0.1 0.119
H 8.011 -19.897 -14.908 0.3 0.1 0.2 0.124
H 5.347 -21.165 -14.082 0.3 -0.6 -0.1 0.093
H 5.701 -20.325 -15.549 -0.3 0.4 0.0 0.106
H 4.451 -19.186 -13.726 0.0 0.4 0.6 0.116
H 5.893 -18.206 -14.079 0.0 -0.1 -0.4 0.106
H 4.153 -19.866 -11.240 0.0 0.5 0.0 0.085
H 5.613 -20.567 -10.549 -0.3 1.0 0.4 -0.026
H 5.031 -21.164 -11.942 0.0 0.1 -0.9 0.068
H 6.472 -17.768 -10.619 0.7 -0.2 -0.1 0.059
H 5.096 -17.418 -11.421 -0.2 0.5 -1.2 0.074
H 6.811 -17.140 -12.241 -0.6 0.3 0.0 0.082
H 9.765 -21.873 -13.877 -0.4 -0.1 -0.2 0.090
H 9.916 -21.380 -12.240 -0.1 -0.2 0.3 0.063
H 10.046 -20.213 -13.417 -0.7 0.5 -0.4 0.093
```
Positions in Å, forces in eV/Å.

Output
ΔE to the lowest compared entry with this formula, charge and spin: 347.2 kJ/mol
HOMO-LUMO gap: 5.937 eV
LUMO energy: -0.104 eV
HOMO: -0.2220 Ha



[4]
The following is a quantum chemistry calculation of a structure of composition C9H18F18KO9P3, from the OMol25 dataset.

Geometry as XYZ:
```
58
Properties=species:S:1:pos:R:3:forces:R:3:lowdin_charge:R:1
K -0.794 0.921 -0.297 -0.5 0.7 0.0 0.823
P -3.922 -0.836 -0.751 -0.9 1.4 4.0 0.262
F -3.307 -0.151 -2.081 0.3 -1.3 1.0 -0.136
F -2.566 -1.712 -0.263 -0.1 0.9 -1.6 -0.221
F -3.378 0.435 0.232 0.5 -0.9 -1.7 -0.256
F -4.550 -1.398 0.669 -0.5 -0.7 -0.3 -0.218
F -5.297 -0.011 -0.933 0.2 -0.4 -0.8 -0.160
F -4.503 -2.141 -1.513 0.6 0.5 -0.4 -0.166
P -1.591 3.534 -3.162 -2.3 1.7 -0.3 0.197
F -0.689 3.885 -1.864 0.4 0.2 -0.7 -0.163
F -0.311 3.504 -4.150 -0.1 0.0 0.1 -0.178
F -1.366 1.959 -2.847 -0.3 -0.1 0.2 -0.208
F -2.655 3.119 -4.374 1.2 -0.3 0.1 -0.214
F -2.896 3.764 -2.239 0.1 -1.3 0.6 -0.166
F -1.867 5.115 -3.596 1.3 -0.3 0.0 -0.219
P -1.720 3.723 2.258 -0.4 1.4 -1.1 0.172
F -1.380 4.961 1.210 0.1 -0.9 0.5 -0.191
F -1.069 4.568 3.464 0.9 -0.1 0.3 -0.183
F -3.103 4.499 2.610 -0.4 -0.6 0.4 -0.185
F -1.964 2.474 3.266 -0.4 0.3 0.1 -0.176
F -2.517 2.934 1.098 0.7 -0.2 0.0 -0.174
F -0.282 3.035 1.865 -0.3 0.1 -0.1 -0.199
C 2.499 -0.586 -3.515 0.6 1.2 -0.4 -0.042
O 1.561 -1.621 -3.736 0.3 -0.1 -0.1 0.016
C 0.483 -1.637 -2.950 -0.6 0.2 1.4 -0.601
O 0.184 -0.824 -2.109 0.5 -0.1 -0.4 0.072
O -0.144 -2.762 -3.181 -0.1 -1.6 -1.7 0.006
C -1.295 -3.209 -2.446 0.3 1.0 0.6 0.001
H 2.140 0.390 -3.845 -0.4 -0.1 0.0 0.110
H 3.380 -0.801 -4.120 -0.1 -0.3 -0.1 0.091
H 2.837 -0.440 -2.495 -0.4 -0.4 0.2 0.057
H -1.607 -4.205 -2.750 0.6 0.0 -0.4 0.092
H -2.133 -2.540 -2.631 0.1 0.1 0.5 0.085
H -0.931 -3.227 -1.421 -0.9 0.1 0.2 0.072
C -0.081 -2.193 4.511 -0.1 -0.6 2.4 -0.075
O -0.075 -1.363 3.391 -0.3 1.0 0.1 0.065
C 0.199 -1.787 2.172 0.1 -0.1 -0.9 -0.567
O 0.185 -1.111 1.177 0.0 0.0 0.8 0.080
O 0.537 -3.072 2.179 0.8 -0.5 0.7 -0.005
C 0.815 -3.719 0.958 -1.0 -1.1 -0.7 -0.036
H -0.077 -1.627 5.448 0.3 1.1 -0.6 0.093
H 0.783 -2.840 4.661 0.0 -0.2 -0.8 0.092
H -1.005 -2.730 4.743 -0.1 -0.4 -1.2 0.100
H -0.161 -4.062 0.604 0.1 0.1 -0.4 0.099
H 1.381 -4.629 1.154 0.2 0.2 0.4 0.092
H 1.315 -3.173 0.161 -0.1 0.6 0.4 0.084
C 3.140 -0.826 0.019 -0.4 -1.2 -0.7 -0.077
O 3.248 0.124 1.012 0.4 0.9 1.8 -0.042
C 2.648 1.343 0.966 0.9 -0.2 -0.8 -0.557
O 1.875 1.709 0.140 -0.3 -0.3 0.0 0.135
O 3.163 2.173 1.881 0.2 0.2 0.7 0.038
C 4.128 1.707 2.827 0.8 -0.5 -0.2 -0.048
H 3.911 -0.690 -0.745 -0.4 0.4 -0.2 0.095
H 2.113 -0.912 -0.342 0.2 0.2 -0.4 0.072
H 3.401 -1.800 0.448 -0.1 0.2 0.4 0.096
H 4.858 2.449 3.154 -0.7 0.9 -0.3 0.086
H 4.790 0.986 2.347 -0.4 -0.4 0.2 0.085
H 3.663 1.324 3.733 -0.2 -0.3 -0.2 0.095
```
Positions in Å, forces in eV/Å.

Output
ΔE to the lowest compared entry with this formula, charge and spin: 161.8 kJ/mol
Net charge: -2
HOMO-LUMO gap: 9.100 eV
LUMO energy: 3.342 eV
HOMO: -0.2116 Ha



[5]
The following is a quantum chemistry calculation of a structure of composition C9H18I2N3OP2V, from the OMol25 dataset.

Geometry as XYZ:
```
36
Properties=species:S:1:pos:R:3:forces:R:3:mulliken_spin:R:1
I -0.950 2.183 -6.344 -1.6 -0.4 0.1 0.494
I -3.471 1.472 -5.761 1.5 0.5 -0.5 0.486
V -0.104 0.070 -0.243 3.0 -1.6 5.8 0.065
P 0.350 -2.104 -0.907 0.6 -3.7 -2.3 -0.003
C 0.073 -2.533 -2.667 -0.1 0.3 0.1 0.000
C 2.083 -2.616 -0.612 0.0 0.7 0.2 0.001
H 2.231 -3.673 -0.861 -0.2 0.2 0.0 0.000
H -0.311 -4.381 -0.287 0.1 0.3 -0.1 0.000
H 2.312 -2.444 0.443 0.1 -0.2 -0.1 0.000
H -0.462 -3.214 1.067 -0.1 -0.2 0.0 0.000
H 0.692 -1.890 -3.298 0.0 -0.1 0.0 0.000
H 2.750 -1.999 -1.220 0.1 -0.1 0.1 0.000
C -0.619 -3.368 -0.003 -0.4 0.8 0.4 0.001
H 0.322 -3.581 -2.860 0.0 0.2 0.1 0.000
H -1.682 -3.233 -0.223 0.1 -0.1 0.1 0.000
H -0.976 -2.355 -2.923 0.1 -0.1 0.0 0.000
P -0.470 2.161 0.687 -0.9 4.3 0.7 -0.003
C -1.088 3.488 -0.415 0.0 -0.3 -0.1 0.001
C -1.679 2.154 2.064 -0.1 -0.9 -0.2 0.001
H 1.425 2.184 2.170 0.0 0.2 0.0 0.000
H 0.788 3.846 1.946 -0.2 -0.2 -0.2 0.000
H 1.775 3.070 0.672 0.0 0.1 0.1 0.000
C 1.024 2.899 1.447 0.3 -0.7 -0.3 0.001
H -1.349 1.415 2.800 -0.1 0.1 0.1 0.000
H -1.753 3.142 2.530 0.2 -0.1 -0.3 0.000
H -1.223 4.425 0.135 0.0 -0.2 0.0 0.000
H -2.042 3.182 -0.851 0.0 0.1 0.1 0.000
H -2.658 1.853 1.682 0.0 0.1 0.1 0.000
H -0.375 3.644 -1.229 0.0 0.1 0.1 0.000
C -0.623 0.592 -1.908 -2.5 1.8 -6.0 0.008
O -0.957 0.928 -2.979 1.2 -1.0 3.3 0.015
N 0.901 -0.368 1.457 -2.2 1.1 -4.0 -0.018
C 1.446 -0.631 2.448 3.8 -2.7 9.3 0.010
N 2.130 -0.935 3.622 -3.4 0.9 -4.1 -0.037
C 1.499 -1.469 4.739 0.3 0.9 -2.2 0.001
N 0.992 -1.914 5.680 0.3 0.2 -0.3 -0.020
```
Positions in Å, forces in eV/Å.

Output
ΔE to the lowest compared entry with this formula, charge and spin: 154.3 kJ/mol
Net charge: +3
HOMO-LUMO gap (alpha / beta): 4.645 / 4.411 eV
LUMO energy (alpha / beta): -13.225 / -13.538 eV
⟨S²⟩: 0.762
HOMO (alpha / beta): -0.6567 / -0.6596 Ha
Multiplicity: 2



[6]
The following is a quantum chemistry calculation of a structure of composition C9H18KO9, from the OMol25 dataset.

Geometry as XYZ:
```
37
Properties=species:S:1:pos:R:3:forces:R:3:lowdin_charge:R:1
K 0.442 -0.971 0.848 0.2 -0.2 0.1 0.944
C 4.105 -1.672 -2.243 0.0 0.5 -0.1 -0.021
O 4.151 -3.005 -1.733 -0.2 -0.1 -0.3 0.035
C 3.229 -3.319 -0.843 0.3 0.2 0.3 -0.613
O 2.559 -2.516 -0.221 -0.4 0.1 0.0 0.017
O 3.191 -4.629 -0.717 0.1 0.0 0.0 0.034
C 2.511 -5.156 0.422 0.0 -0.3 0.1 -0.014
H 4.329 -0.931 -1.476 0.0 -0.2 0.1 0.099
H 3.125 -1.443 -2.664 0.0 -0.2 0.0 0.097
H 4.850 -1.612 -3.028 0.1 -0.1 0.0 0.101
H 1.599 -4.603 0.626 0.0 0.0 0.0 0.085
H 3.177 -5.145 1.283 0.0 0.2 0.0 0.107
H 2.283 -6.191 0.185 -0.1 0.1 -0.1 0.103
C -4.304 0.110 3.082 -0.2 0.1 0.0 0.009
O -3.871 1.084 2.107 0.1 0.1 0.2 0.006
C -2.694 0.863 1.556 -0.1 0.1 -0.2 -0.607
O -2.023 -0.134 1.714 0.2 -0.1 0.0 0.029
O -2.287 1.835 0.746 0.0 -0.2 0.0 -0.002
C -3.021 3.065 0.648 -0.3 0.5 0.1 0.002
H -5.235 0.499 3.480 0.0 0.0 0.0 0.103
H -3.572 0.026 3.880 0.1 -0.1 -0.1 0.103
H -4.474 -0.845 2.595 0.1 -0.1 0.0 0.102
H -4.095 2.908 0.662 0.0 -0.2 -0.1 0.099
H -2.730 3.529 -0.289 0.1 -0.1 0.0 0.101
H -2.761 3.732 1.471 0.1 -0.2 0.0 0.107
C 1.103 4.004 -0.205 -0.2 0.1 0.1 -0.003
O 0.332 3.312 -1.199 -0.2 -0.1 0.0 0.028
C 0.243 2.006 -1.054 0.4 0.2 0.0 -0.621
O 0.775 1.364 -0.170 -0.2 -0.2 -0.1 -0.004
O -0.479 1.513 -2.045 -0.3 0.4 0.0 0.034
C -0.959 0.190 -1.904 -0.1 -0.4 0.4 -0.035
H 0.895 3.604 0.785 0.1 -0.1 0.0 0.097
H 0.763 5.033 -0.245 0.1 0.0 -0.1 0.102
H 2.159 3.921 -0.446 0.1 0.0 0.1 0.105
H -1.406 0.028 -0.916 0.1 0.2 -0.1 0.063
H -0.155 -0.532 -2.063 -0.1 0.0 -0.2 0.097
H -1.756 0.076 -2.629 0.2 -0.1 -0.2 0.112
```
Positions in Å, forces in eV/Å.

Output
ΔE to the lowest compared entry with this formula, charge and spin: 0.0 kJ/mol
Net charge: +1
HOMO-LUMO gap: 11.437 eV
LUMO energy: -2.608 eV
HOMO: -0.5161 Ha



Number 1: F_max 0.1182 Eh/bohr, electronic energy -10497.31309 Ha. Number 2: F_max 0.0703 Eh/bohr, electronic energy -2116.22923 Ha. Number 3: F_max 0.1489 Eh/bohr, electronic energy -503.64424 Ha. Number 4: F_max 0.0836 Eh/bohr, electronic energy -4453.31761 Ha. Number 5: F_max 0.2025 Eh/bohr, electronic energy -2814.07084 Ha. Number 6: F_max 0.0120 Eh/bohr, electronic energy -1630.71046 Ha.